ORCA calculation (ωB97M-V/def2-TZVPD) on a molecular structure, C30H51BrN5O2P3W.

Results
LUMO energy (spin up / spin down)   -11.70 / -12.50 eV
Frontier orbital gap (spin up / spin down)   7.21 / 6.42 eV

Geometry as ORCA input:
```
! RIJCOSX wB97M-V def2-TZVPD def2/J DEFGRID3
* xyz 4 3
W -0.43 -0.02 -0.23
C 2.98 1.19 0.95
P 1.71 -0.06 1.20
C 2.51 -1.68 1.07
C 1.15 0.14 2.90
C 1.78 -0.46 3.99
C 1.32 -0.18 5.27
C 0.25 0.68 5.46
C -0.38 1.28 4.38
C 0.07 1.01 3.09
P -0.61 1.80 1.60
C -2.21 2.47 2.13
C 0.30 3.33 1.22
H 3.90 0.82 1.41
H 2.71 2.11 1.46
H 3.18 1.38 -0.11
H 3.51 -1.59 1.51
H 2.61 -1.99 0.03
H 1.95 -2.43 1.62
H 2.62 -1.13 3.86
H 1.80 -0.64 6.13
H -0.10 0.89 6.46
H -1.21 1.95 4.56
H -1.99 3.17 2.94
H -2.89 1.70 2.49
H -2.68 3.05 1.34
H 0.67 3.77 2.16
H -0.38 4.04 0.76
H 1.13 3.18 0.55
O -0.36 -1.72 1.12
C -0.68 -3.17 1.12
C -2.16 -3.39 0.92
C -2.96 -2.32 1.67
C -3.47 -1.19 0.79
C -4.84 -1.20 0.54
C -5.48 -0.15 -0.09
C -4.71 0.96 -0.40
C -3.36 0.91 -0.15
N -2.69 -0.15 0.37
H -0.60 -1.36 2.00
H -0.35 -3.50 2.11
H -0.03 -3.61 0.37
H -2.40 -4.38 1.29
H -2.43 -3.38 -0.13
H -2.41 -1.90 2.51
H -3.84 -2.77 2.13
H -5.42 -2.05 0.89
H -6.54 -0.17 -0.27
H -5.14 1.86 -0.82
H -2.77 1.78 -0.37
C -2.26 -4.43 -3.51
C -2.11 -2.96 -3.26
C -2.74 -2.00 -4.06
C -2.56 -0.64 -3.83
C -1.76 -0.32 -2.77
Br -1.23 1.47 -2.36
N -1.19 -1.19 -1.93
C -1.35 -2.49 -2.20
H -2.60 -4.62 -4.53
H -2.98 -4.86 -2.83
H -1.31 -4.94 -3.37
H -3.36 -2.32 -4.89
H -3.00 0.11 -4.47
H -0.83 -3.18 -1.55
C 1.03 -0.19 -5.32
N 1.40 -0.72 -4.00
C 1.79 -2.14 -4.07
P 2.09 0.13 -2.78
O 1.34 -0.06 -1.41
N 1.99 1.72 -3.21
C 2.61 2.26 -4.43
C 2.04 2.73 -2.15
N 3.59 -0.42 -2.53
C 4.25 -0.89 -1.31
C 4.50 -0.45 -3.69
H 0.31 -0.87 -5.77
H 1.89 -0.13 -5.99
H 0.57 0.79 -5.22
H 0.98 -2.70 -4.54
H 1.97 -2.56 -3.08
H 2.69 -2.28 -4.67
H 2.75 1.50 -5.19
H 3.58 2.70 -4.20
H 1.96 3.03 -4.84
H 1.55 2.37 -1.25
H 1.52 3.63 -2.50
H 3.07 3.02 -1.91
H 3.58 -0.81 -0.46
H 5.13 -0.29 -1.11
H 4.56 -1.93 -1.43
H 3.97 -0.21 -4.61
H 4.92 -1.45 -3.79
H 5.30 0.28 -3.56
*
```

---

ORCA calculation (ωB97M-V/def2-TZVPD) on a molecular structure, HN2O3S.

Results
Relative energy (zero: lowest compared OMol25 entry of this formula, charge and spin)   519.2 kJ/mol
LUMO energy   3.98 eV
Frontier orbital gap   6.92 eV

Geometry as ORCA input:
```
! RIJCOSX wB97M-V def2-TZVPD def2/J DEFGRID3
* xyz -1 1
N -0.60 -1.23 -1.14
N 0.37 -0.62 -1.22
O 1.42 -0.38 -1.73
O 1.56 0.74 1.31
O -1.44 0.51 1.50
S 0.42 1.10 0.44
H -1.73 -0.12 0.83
*
```

---

ORCA calculation (ωB97M-V/def2-TZVPD) on a molecular structure, C27H46BrNOP2RuS.

Results
Relative energy (zero: lowest compared OMol25 entry of this formula, charge and spin)   0.0 kJ/mol
LUMO energy (spin up / spin down)   -13.15 / -15.47 eV
Frontier orbital gap (spin up / spin down)   6.38 / 4.07 eV

Geometry as ORCA input:
```
! RIJCOSX wB97M-V def2-TZVPD def2/J DEFGRID3
* xyz 4 5
N -1.86 5.88 -1.04
C -1.60 5.51 0.22
C -0.78 4.42 0.52
C -0.19 3.69 -0.53
C -0.45 4.12 -1.85
C -1.29 5.22 -2.05
C 0.73 2.59 -0.25
Ru 0.12 0.22 -0.01
P 0.78 -1.86 0.59
C 1.18 1.70 -1.28
C 2.49 1.07 -1.18
C 3.06 0.47 -2.33
C 4.13 -0.39 -2.18
C 4.52 -0.68 -0.88
C 4.23 0.12 0.22
C 3.15 0.99 0.07
Br 5.43 -2.38 -0.54
H 1.31 2.71 0.67
H 0.75 1.76 -2.28
H -0.57 4.17 1.57
H 0.02 3.64 -2.71
H -2.05 6.10 1.03
H -1.50 5.56 -3.07
H 2.62 0.69 -3.31
H 2.82 1.58 0.93
H 4.59 -0.90 -3.03
H 4.77 0.01 1.15
P -1.82 -0.05 -1.14
C 1.83 -1.62 2.07
C 2.98 -2.60 2.24
H 1.15 -1.66 2.94
H 2.23 -0.59 2.03
H 3.49 -2.38 3.19
H 2.66 -3.65 2.28
H 3.73 -2.49 1.44
C 1.76 -2.53 -0.79
C 2.08 -4.02 -0.78
H 2.70 -1.96 -0.77
H 1.25 -2.24 -1.72
H 2.74 -4.23 -1.62
H 2.61 -4.33 0.13
H 1.17 -4.63 -0.90
C -0.53 -3.05 1.01
C -0.11 -4.24 1.86
H -0.96 -3.39 0.05
H -1.31 -2.47 1.52
H -0.99 -4.89 1.99
H 0.67 -4.85 1.39
H 0.23 -3.93 2.86
C -3.45 -0.51 -0.42
C -3.58 -1.87 0.25
H -4.21 -0.42 -1.21
H -3.68 0.28 0.31
H -4.64 -2.14 0.32
H -3.07 -2.67 -0.29
H -3.20 -1.84 1.28
C -1.54 -1.32 -2.45
C -0.44 -0.92 -3.43
H -2.50 -1.48 -2.98
H -1.30 -2.26 -1.94
H -0.15 -1.79 -4.03
H -0.78 -0.14 -4.12
H 0.45 -0.55 -2.91
C -2.37 1.39 -2.17
C -3.36 2.35 -1.49
H -2.80 1.01 -3.11
H -1.46 1.94 -2.46
H -3.55 3.20 -2.15
H -4.32 1.86 -1.27
H -2.95 2.74 -0.55
C -2.07 2.22 3.43
S -0.48 1.54 2.91
C -0.18 0.54 4.37
O -0.89 0.48 1.80
H -1.86 2.88 4.28
H -2.72 1.39 3.71
H -2.49 2.81 2.60
H -0.90 -0.30 4.39
H 0.85 0.17 4.34
H -0.31 1.19 5.25
*
```

---

ORCA calculation (ωB97M-V/def2-TZVPD) on 2 unconnected molecules or ions with the total composition C22H28NO2S.

Results
Relative energy (zero: lowest compared OMol25 entry of this formula, charge and spin)   37.6 kJ/mol
LUMO energy   -3.35 eV
Frontier orbital gap   6.99 eV

Geometry as ORCA input:
```
! RIJCOSX wB97M-V def2-TZVPD def2/J DEFGRID3
* xyz 1 1
C -1.38 -0.03 -7.38
O -0.87 -1.04 -6.47
C -0.77 -0.73 -5.15
C -0.37 -1.75 -4.25
C -0.33 -1.53 -2.88
C -0.68 -0.27 -2.33
C -0.75 -0.05 -0.83
C -0.84 1.30 -0.37
S -1.04 2.07 1.15
C -0.19 3.64 0.75
C -2.77 2.62 1.12
O -0.71 -1.04 -0.05
C -0.99 0.75 -3.24
C -1.07 0.55 -4.61
H -1.38 -0.53 -8.35
H -2.40 0.27 -7.11
H -0.72 0.85 -7.41
H -0.10 -2.72 -4.67
H -0.03 -2.34 -2.22
H -1.07 2.05 -1.13
H -0.01 4.13 1.71
H 0.77 3.42 0.27
H -0.81 4.27 0.10
H -2.95 3.01 2.12
H -2.91 3.39 0.35
H -3.38 1.73 0.94
H -1.19 1.76 -2.89
H -1.39 1.36 -5.27
C 3.50 -2.38 1.86
C 3.91 -1.42 0.73
C 2.81 -0.37 0.59
N 1.86 -0.67 1.67
C 0.76 0.03 1.80
C -0.14 -0.18 2.91
C 0.38 -0.07 4.24
C -0.35 -0.53 5.33
C -1.66 -0.99 5.17
C -2.24 -0.97 3.89
C -1.49 -0.60 2.78
C 2.25 -1.78 2.54
H 3.26 -3.37 1.46
H 4.30 -2.49 2.59
H 4.84 -0.91 0.96
H 4.04 -1.95 -0.21
H 3.19 0.66 0.69
H 2.28 -0.44 -0.37
H 0.77 0.86 1.07
H 1.39 0.32 4.37
H 0.13 -0.55 6.32
H -2.23 -1.36 6.02
H -3.28 -1.29 3.75
H -1.88 -0.73 1.77
H 1.44 -2.53 2.63
H 2.49 -1.44 3.56
*
```

---

ORCA calculation (ωB97M-V/def2-TZVPD) on 7 unconnected molecules or ions with the total composition H12IO6.

Results
Relative energy (zero: lowest compared OMol25 entry of this formula, charge and spin)   39.6 kJ/mol
LUMO energy   3.13 eV
Frontier orbital gap   8.47 eV

Geometry as ORCA input:
```
! RIJCOSX wB97M-V def2-TZVPD def2/J DEFGRID3
* xyz -1 1
I -0.08 -0.28 0.00
O 0.04 -3.81 -1.03
H 0.19 -4.52 -0.39
H 0.15 -2.99 -0.51
O -2.94 1.11 -1.93
H -2.35 1.49 -2.58
H -2.35 0.74 -1.26
O 1.36 0.64 3.27
H 1.34 0.03 2.52
H 2.30 0.82 3.40
O -2.74 -0.50 2.62
H -2.17 -0.35 1.85
H -3.63 -0.38 2.29
O 1.08 1.00 -3.25
H 0.81 0.66 -2.36
H 0.38 1.62 -3.49
O 3.20 1.40 0.38
H 3.08 2.31 0.11
H 2.30 1.02 0.34
*
```

---

ORCA calculation (ωB97M-V/def2-TZVPD) on 2 unconnected molecules or ions with the total composition C2H4O3.

Results
Relative energy (zero: lowest compared OMol25 entry of this formula, charge and spin)   121.9 kJ/mol
LUMO energy   0.72 eV
SMILES string   O=CO.C=O
Frontier orbital gap   10.88 eV

Geometry as ORCA input:
```
! RIJCOSX wB97M-V def2-TZVPD def2/J DEFGRID3
* xyz 0 1
O 2.63 0.91 0.29
C 2.69 -0.14 0.85
H 1.86 -0.86 0.70
H 3.56 -0.34 1.49
O -1.64 0.85 0.29
C -2.35 0.10 -0.32
O -2.12 -0.39 -1.53
H -3.36 -0.10 0.05
H -1.26 -0.02 -1.83
*
```

---

ORCA calculation (ωB97M-V/def2-TZVPD) on 4 unconnected molecules or ions with the total composition C16H34Cl2N3O5P.

Results
LUMO energy (spin up / spin down)   2.61 / 2.55 eV
Frontier orbital gap (spin up / spin down)   2.01 / 8.61 eV

Geometry as ORCA input:
```
! RIJCOSX wB97M-V def2-TZVPD def2/J DEFGRID3
* xyz -1 2
Cl 1.73 2.49 2.72
C 3.03 2.41 1.50
C 3.39 3.73 1.03
Cl 4.13 4.70 2.46
H 2.62 1.75 0.74
H 3.79 1.81 2.00
H 2.65 4.37 0.54
H 4.13 3.68 0.23
O -0.07 -0.27 -0.13
P -1.54 -0.53 0.02
N -2.22 -0.20 1.52
C -3.53 -0.57 2.00
C -1.38 0.52 2.46
N -2.10 -2.15 -0.24
C -3.41 -2.49 -0.89
C -1.34 -3.38 0.21
N -2.46 0.34 -1.15
C -2.78 1.77 -0.97
C -2.70 -0.11 -2.54
H -3.55 -0.63 3.08
H -3.87 -1.40 1.39
H -4.37 0.12 1.87
H -0.65 1.09 1.90
H -0.83 -0.21 3.06
H -2.04 1.11 3.10
H -4.32 -1.93 -0.70
H -3.36 -2.60 -1.98
H -3.68 -3.50 -0.58
H -1.97 -4.24 -0.01
H -0.44 -3.49 -0.39
H -1.10 -3.43 1.28
H -2.88 2.03 0.08
H -2.00 2.36 -1.44
H -3.71 2.08 -1.46
H -3.78 -0.25 -2.43
H -2.21 -1.07 -2.68
H -2.45 0.69 -3.24
O 4.61 -3.03 3.37
C 3.56 -2.70 2.76
O 2.73 -1.67 3.29
C 1.91 -1.13 2.27
C 2.10 -2.04 1.05
C 3.02 -3.27 1.48
H 2.37 -0.17 2.02
H 0.88 -1.27 2.58
H 2.65 -1.41 0.35
H 1.16 -2.37 0.61
H 3.85 -3.47 0.81
H 2.45 -4.15 1.78
O 3.12 0.96 -1.51
C 2.10 1.44 -1.97
O 1.76 2.67 -1.78
C 0.75 3.05 -2.71
C 0.62 1.90 -3.74
C 1.33 0.78 -2.96
H 1.16 3.94 -3.20
H -0.15 3.41 -2.21
H 0.97 1.94 -4.77
H -0.42 1.59 -3.68
H 2.05 0.35 -3.66
H 0.67 0.02 -2.56
*
```

---

ORCA calculation (ωB97M-V/def2-TZVPD) on 2 unconnected molecules or ions with the total composition C4H12N3.

Results
Relative energy (zero: lowest compared OMol25 entry of this formula, charge and spin)   144.4 kJ/mol
LUMO energy   -2.98 eV
Frontier orbital gap   11.46 eV

Geometry as ORCA input:
```
! RIJCOSX wB97M-V def2-TZVPD def2/J DEFGRID3
* xyz 1 1
C 0.68 -1.56 -1.09
C 1.57 -0.86 -0.04
C 2.02 1.32 -0.82
N 1.31 0.59 -0.07
H 1.11 -2.52 -1.36
H -0.32 -1.69 -0.68
H 0.67 -0.94 -1.99
H 2.63 -1.05 -0.25
H 1.37 -1.23 0.97
H 3.01 0.99 -1.14
H 1.65 2.30 -1.10
N -2.98 0.20 1.45
C -1.69 0.41 1.20
N -1.23 1.11 0.21
H -3.66 0.61 0.83
H -3.24 -0.27 2.29
H -0.95 0.03 1.90
H -0.07 0.89 0.01
H -1.88 1.67 -0.32
*
```

---

ORCA calculation (ωB97M-V/def2-TZVPD) on a gas-phase ion, C5H8N (charge +1).

Results
Relative energy (zero: lowest compared OMol25 entry of this formula, charge and spin)   498.3 kJ/mol
LUMO energy   -5.99 eV
Frontier orbital gap   7.97 eV

Geometry as ORCA input:
```
! RIJCOSX wB97M-V def2-TZVPD def2/J DEFGRID3
* xyz 1 1
C 1.70 0.75 -0.17
C 0.46 1.37 0.14
C 0.18 -1.04 0.14
C 1.59 -0.60 -0.13
C -1.72 0.59 -0.28
N -0.44 0.32 0.46
H 2.64 1.07 -0.51
H -0.08 -1.62 -0.70
H -0.07 -1.55 1.04
H 2.50 -1.16 -0.07
H -1.66 0.25 -1.35
H -2.29 -0.18 0.20
H -2.29 1.52 -0.23
H -0.50 0.29 1.46
*
```

---

ORCA calculation (ωB97M-V/def2-TZVPD) on a single C22H35N3O5S molecule.

Results
Relative energy (zero: lowest compared OMol25 entry of this formula, charge and spin)   151.3 kJ/mol
LUMO energy   0.67 eV
SMILES string   CC(C)CN(CC(C)C)S(=O)(=O)N1CCC(C(=O)NCc2ccc3c(c2)OCO3)CC1
Frontier orbital gap   8.71 eV

Geometry as ORCA input:
```
! RIJCOSX wB97M-V def2-TZVPD def2/J DEFGRID3
* xyz 0 1
C 3.10 2.40 2.58
H 4.19 2.40 2.59
H 2.76 2.78 3.55
H 2.76 1.38 2.46
C 2.58 3.29 1.46
C 3.05 4.73 1.64
H 2.70 5.35 0.81
H 4.13 4.77 1.67
H 2.66 5.14 2.57
H 2.95 2.91 0.50
C 1.04 3.25 1.40
N 0.54 1.95 1.00
S 0.31 1.77 -0.62
O -0.53 0.63 -0.84
O -0.10 3.00 -1.24
N 1.89 1.50 -1.12
C 2.08 1.68 -2.55
C 1.36 0.59 -3.33
H 0.29 0.75 -3.20
H 1.58 0.68 -4.40
C 1.76 -0.82 -2.86
C 0.74 -1.86 -3.35
O 1.04 -2.80 -4.05
N -0.51 -1.60 -2.92
H -0.66 -0.83 -2.28
C -1.60 -2.55 -3.05
C -1.96 -3.14 -1.71
C -2.21 -2.31 -0.62
C -2.53 -2.82 0.63
C -2.61 -4.19 0.75
C -2.37 -5.03 -0.33
C -2.04 -4.53 -1.57
H -1.85 -5.19 -2.40
O -2.52 -6.33 0.06
C -2.85 -6.29 1.43
O -2.91 -4.94 1.86
H -2.08 -6.82 2.01
H -3.83 -6.77 1.59
H -2.72 -2.18 1.47
H -2.13 -1.24 -0.74
H -2.47 -2.03 -3.48
H -1.27 -3.32 -3.74
C 1.87 -0.97 -1.33
C 2.47 0.26 -0.65
H 3.54 0.32 -0.84
H 2.29 0.21 0.42
H 0.88 -1.14 -0.91
H 2.48 -1.84 -1.10
H 2.73 -1.07 -3.31
H 3.15 1.67 -2.74
H 1.68 2.66 -2.80
C -0.30 1.20 1.91
H -0.51 0.25 1.41
C -1.62 1.87 2.30
C -2.49 2.12 1.07
H -1.97 2.74 0.35
H -2.75 1.18 0.59
H -3.41 2.63 1.36
C -2.36 0.98 3.31
H -3.29 1.45 3.61
H -2.59 0.02 2.86
H -1.75 0.82 4.19
H -1.41 2.83 2.78
H 0.29 0.99 2.81
H 0.69 3.99 0.67
H 0.64 3.50 2.38
*
```

---

ORCA calculation (ωB97M-V/def2-TZVPD) on a single C10H21NO2 molecule.

Results
Relative energy (zero: lowest compared OMol25 entry of this formula, charge and spin)   288.9 kJ/mol
LUMO energy   0.39 eV
SMILES string   CCC(CC)C[C@H](CN)CC(=O)O
Frontier orbital gap   10.33 eV

Geometry as ORCA input:
```
! RIJCOSX wB97M-V def2-TZVPD def2/J DEFGRID3
* xyz 0 1
C 3.43 0.30 0.29
C 2.22 0.80 -0.40
C 0.93 0.99 0.41
C 0.06 1.80 -0.58
C -0.27 3.22 -0.04
C 0.32 -0.24 1.29
C -0.29 -1.55 0.72
C 0.29 -2.01 -0.70
C -1.81 -1.43 0.67
C -2.40 -0.17 -0.05
H 3.25 -0.55 0.90
H 4.29 0.11 -0.37
H 3.78 1.08 0.99
H 2.41 1.76 -0.93
H 2.15 0.20 -1.30
H 1.38 1.58 1.24
H -0.84 1.30 -0.86
H 0.58 1.86 -1.49
H 0.73 3.60 0.20
H -0.76 3.91 -0.76
H -0.89 3.11 0.86
H 1.14 -0.47 1.92
H -0.40 0.35 1.89
H -0.18 -2.18 1.67
H 0.23 -1.09 -1.34
H -0.38 -2.79 -1.20
H 2.16 -2.62 -1.34
H 1.87 -2.89 0.20
H -2.10 -2.41 0.08
H -2.27 -1.56 1.66
H -2.24 -1.08 -1.69
N 1.82 -2.20 -0.49
O -2.13 -0.15 -1.34
O -3.07 0.65 0.53
*
```

---

Number 1: energy -5261.86749 a.u.. Number 2: energy -733.91839 a.u.. Number 3: energy -4934.54194 a.u.. Number 4: energy -1458.20474 a.u.. Number 5: energy -756.45482 a.u.. Number 6: energy -304.29525 a.u.. Number 7: energy -2432.20627 a.u.. Number 8: energy -323.62329 a.u.. Number 9: energy -249.63536 a.u.. Number 10: energy -1797.97252 a.u.. Number 11: energy -598.78576 a.u..